1.
{"formula": "C3H5NO2S", "method": "ωB97M-V/def2-TZVPD", "species": ["C", "C", "C", "N", "O", "O", "S", "H", "H", "H", "H", "H"], "positions_angstrom": [[0.29776, -0.72414, -0.57442], [-1.05790, -0.09128, -0.57611], [0.92708, -0.13077, 0.68863], [0.72389, -1.43750, -1.53446], [-1.28826, 1.10217, 1.89031], [-0.26100, 2.33620, 0.12013], [-0.48040, 1.06264, 0.71188], [-1.34951, 0.37049, -1.43248], [-1.80442, -0.67138, -0.17220], [1.05021, -0.59259, 1.65944], [1.68582, 0.61784, 0.55137], [1.55673, -1.84168, -1.33207]], "forces_ev_per_a": [[0.443, -0.945, -0.989], [2.268, 1.017, 2.094], [-0.734, 1.900, 0.426], [-3.520, 1.544, 0.514], [0.063, -0.866, 0.801], [1.426, 0.772, -0.765], [-2.214, -0.739, -0.275], [-0.813, 1.265, -2.574], [-1.691, -1.623, 0.897], [-0.091, -0.650, -0.150], [1.245, -0.384, -0.529], [3.617, -1.291, 0.552]], "mulliken_charge": [0.2339, -0.5143, -0.5148, -0.6258, -0.6125, -0.5860, 0.9916, 0.3849, 0.3112, 0.3626, 0.3125, 0.2568], "fmax_ha_per_bohr": 0.0755, "total_energy_ha": -720.64975, "e_above_lowest_kcal_mol": 60.7, "charge": 0, "homo_lumo_gap_ev": 10.92}



2.
{"formula": "C8H16Br8", "method": "ωB97M-V/def2-TZVPD", "species": ["Br", "C", "C", "Br", "H", "H", "H", "H", "Br", "C", "C", "Br", "H", "H", "H", "H", "Br", "C", "C", "Br", "H", "H", "H", "H", "Br", "C", "C", "Br", "H", "H", "H", "H"], "positions_angstrom": [[-2.55758, -0.86673, 0.38375], [-1.18315, 0.02012, 1.41053], [-0.20616, 0.69848, 0.38026], [0.95397, -0.61370, -0.57287], [-0.75727, -0.72628, 2.08107], [-1.74017, 0.75881, 1.98687], [0.49024, 1.23773, 1.02239], [-0.73804, 1.26867, -0.38138], [5.77152, 1.27536, 0.74500], [3.77885, 1.40165, 0.94237], [3.41203, 1.73231, 2.45439], [1.41200, 1.46563, 2.35809], [3.34365, 0.47844, 0.55978], [3.37793, 2.26627, 0.41341], [3.74991, 2.69079, 2.84840], [3.75607, 0.89953, 3.06776], [2.76596, -1.16962, -3.95362], [2.04706, -2.72275, -2.93604], [1.90381, -2.41737, -1.43408], [0.41266, -3.40513, -0.46815], [2.71122, -3.58165, -3.03240], [1.09272, -3.03279, -3.36174], [1.79836, -1.37142, -1.14605], [2.81746, -2.71505, -0.91956], [-3.21027, 2.02842, -1.09177], [-4.20460, 0.99289, 0.19291], [-5.56415, 0.66017, -0.45214], [-5.22999, -0.76369, -1.80514], [-4.33808, 1.65535, 1.04815], [-3.71768, 0.05478, 0.45927], [-5.87773, 1.47193, -1.10851], [-6.27051, 0.32883, 0.30903]], "forces_ev_per_a": [[7.086, -7.972, -0.158], [0.373, 0.510, -1.514], [-1.463, -0.931, 0.454], [-10.688, 12.602, 7.540], [0.184, 0.152, -0.222], [0.213, 0.194, 0.054], [-2.058, -0.022, -3.359], [0.049, 0.002, 0.348], [-1.160, 0.175, 0.065], [0.309, 1.345, 1.664], [0.021, -2.170, -1.337], [4.179, 1.597, 4.370], [0.201, 0.165, 0.353], [0.525, -0.244, -0.621], [-0.399, -0.051, -0.340], [-0.017, 0.321, 0.198], [-0.330, -0.849, 0.643], [-0.560, -0.265, 0.700], [1.924, -5.093, -1.477], [1.229, -0.862, -1.217], [0.216, 0.371, -0.328], [0.058, 0.491, -0.154], [7.817, -6.683, -5.692], [-0.042, -0.213, 0.077], [0.366, 0.158, -0.052], [-4.623, 3.307, -0.598], [1.366, 0.462, -0.219], [-0.371, -0.094, 0.397], [-0.197, 0.027, 0.038], [-3.528, 3.764, 0.300], [-0.544, -0.118, 0.513], [-0.138, -0.074, -0.426]], "mulliken_charge": [-0.1165, -0.8163, -0.4857, 0.3555, 0.5451, 0.4715, 0.1825, 0.1710, -0.1808, -0.4595, -0.5511, -0.1157, 0.1103, 0.3974, 0.4066, 0.3557, -0.1781, -0.5722, -0.4338, -0.1355, 0.4126, 0.3612, -0.0901, 0.4788, -0.1030, -0.6898, -0.6684, -0.1809, 0.4840, 0.2697, 0.4017, 0.3738], "fmax_ha_per_bohr": 0.3532, "total_energy_ha": -20906.11127, "e_above_lowest_kcal_mol": 274.9, "charge": 0, "homo_lumo_gap_ev": 8.51}



3.
{"formula": "C10H16BO14S2Sn", "method": "ωB97M-V/def2-TZVPD", "species": ["Sn", "O", "C", "O", "B", "O", "C", "O", "O", "C", "O", "C", "O", "O", "O", "S", "O", "O", "C", "C", "C", "H", "H", "H", "H", "H", "H", "H", "H", "O", "S", "O", "O", "C", "C", "C", "H", "H", "H", "H", "H", "H", "H", "H"], "positions_angstrom": [[19.83171, 5.88915, -19.06349], [22.56124, 6.80795, -18.50871], [23.65189, 7.37797, -18.73461], [24.00161, 7.91178, -19.92337], [25.18630, 8.75216, -19.76227], [25.63092, 8.43862, -18.39573], [24.79015, 7.70532, -17.70591], [24.95957, 7.42101, -16.50870], [24.91039, 10.15233, -20.01295], [25.77257, 10.73596, -20.79568], [25.89835, 11.90846, -20.91606], [26.61726, 9.54638, -21.40540], [26.25389, 8.47446, -20.77932], [27.62899, 9.77922, -22.15858], [14.86064, 6.33400, -17.30388], [15.54459, 6.23449, -18.60702], [16.92187, 5.92571, -18.78762], [14.64163, 5.19236, -19.63503], [15.01447, 5.13050, -20.93633], [14.18734, 3.95698, -21.60966], [15.32526, 7.87891, -19.41567], [16.08717, 4.93710, -20.93925], [14.72594, 6.00927, -21.51306], [13.12958, 4.07043, -21.37222], [14.53111, 3.08015, -21.06094], [14.24592, 3.97365, -22.69796], [16.11378, 7.95258, -20.16461], [15.47116, 8.72375, -18.74258], [14.34436, 7.93203, -19.88800], [22.28082, 1.51000, -17.33230], [22.28741, 2.20490, -18.58617], [21.49969, 3.42038, -18.76725], [23.83458, 2.41223, -19.20140], [24.78551, 1.36340, -19.26522], [24.94898, 0.92820, -20.78973], [21.74165, 0.90179, -19.81004], [24.50471, 0.52417, -18.62887], [25.69156, 1.82224, -18.86945], [25.43014, -0.04174, -20.91548], [25.59388, 1.71701, -21.17700], [24.06816, 0.91078, -21.43157], [22.42539, 0.05323, -19.78670], [21.76358, 1.42620, -20.76534], [20.70073, 0.66240, -19.59261]], "forces_ev_per_a": [[1.753, -0.351, 0.620], [0.260, 0.171, -0.357], [-0.930, 0.588, -1.975], [-2.079, -1.893, 2.376], [1.766, 1.057, -1.194], [-0.035, 0.056, 0.103], [1.761, 0.067, 3.086], [-1.612, 0.216, -3.831], [-2.026, -0.799, 2.052], [1.150, -0.337, -1.027], [0.126, 0.203, -0.444], [4.809, 3.712, -2.477], [-0.422, -1.779, 0.433], [-4.695, -1.892, 3.004], [2.130, -1.284, -3.102], [-6.008, 2.279, 0.460], [3.108, -1.115, 0.171], [0.312, 1.935, 5.048], [-0.313, -1.126, -3.428], [0.636, 0.926, 1.554], [0.387, -0.755, -0.357], [0.127, -0.019, -0.773], [0.414, 0.511, 0.231], [0.038, 0.244, 0.151], [-0.110, -0.488, -0.806], [0.537, -0.336, 0.197], [-0.204, -0.117, -0.193], [-0.168, -0.487, 0.488], [0.050, -0.101, 0.179], [0.289, 1.339, -0.193], [1.559, -3.864, -1.821], [0.377, 0.558, -0.151], [-3.563, 2.128, 1.216], [0.002, -1.597, -1.343], [0.696, 0.929, 1.128], [-0.279, 2.008, 0.245], [-0.071, 0.064, 0.130], [0.071, -0.325, -0.185], [0.184, 0.123, 0.305], [0.102, -0.288, -0.460], [-0.328, 0.122, 0.576], [-0.167, 0.221, 0.227], [0.156, -0.274, -0.123], [0.209, -0.232, 0.264]], "mulliken_charge": [1.6968, -0.5684, 0.4845, -0.4898, 0.9769, -0.4436, 0.6913, -0.5903, -0.5048, 0.6186, -0.5386, 0.5637, -0.4360, -0.5986, -0.5406, 1.0246, -0.4859, -0.3113, -0.1293, -1.1955, -0.9616, 0.2425, 0.3312, 0.3309, 0.3171, 0.3657, 0.3468, 0.3661, 0.3493, -0.5358, 0.9427, -0.4206, -0.2577, -0.4323, -0.9757, -0.9625, 0.3788, 0.3439, 0.3142, 0.3416, 0.3094, 0.3303, 0.3232, 0.3889], "fmax_ha_per_bohr": 0.1276, "total_energy_ha": -2479.24073, "e_above_lowest_kcal_mol": 70.2, "charge": 1, "homo_lumo_gap_ev": 2.05}



4.
{"formula": "C19H28AuBrO2", "method": "ωB97M-V/def2-TZVPD", "species": ["O", "C", "C", "H", "H", "C", "H", "H", "C", "H", "H", "H", "C", "H", "H", "H", "Au", "C", "C", "C", "H", "C", "C", "H", "H", "H", "H", "C", "C", "C", "H", "C", "C", "H", "H", "H", "H", "O", "C", "C", "H", "H", "C", "H", "H", "C", "H", "H", "H", "H", "Br"], "positions_angstrom": [[0.91434, 1.22090, -5.44727], [0.98084, 2.60626, -5.99696], [1.38628, 2.13657, -7.37831], [1.72085, 3.21927, -5.47117], [-0.02835, 3.01347, -5.94561], [1.16953, 0.71550, -6.83192], [2.41385, 2.36409, -7.66587], [0.66617, 2.42174, -8.14943], [2.28526, -0.30545, -6.95556], [3.22207, 0.01995, -6.49363], [2.46904, -0.49722, -8.02242], [1.95441, -1.25484, -6.51291], [-0.12890, 0.16524, -7.36582], [-0.98932, 0.66550, -6.89750], [-0.20546, -0.90905, -7.16211], [-0.17569, 0.31910, -8.45356], [1.72968, 1.41485, -3.49006], [-2.23585, 0.05910, 0.74303], [-1.49817, 1.16170, 0.21473], [-2.02097, 1.47280, -1.07097], [-0.67967, 1.68218, 0.70722], [-3.10774, 0.58577, -1.33117], [-3.22702, -0.30336, -0.21984], [-3.95191, -1.10641, -0.12635], [-2.07287, -0.41056, 1.70990], [-1.66100, 2.25876, -1.73508], [-3.75032, 0.60917, -2.20996], [1.66012, 0.35812, -0.52379], [1.09502, -0.89521, -0.33988], [1.65039, -1.79752, -1.32385], [0.36732, -1.18990, 0.41183], [2.58179, -1.10237, -2.09054], [2.55507, 0.30655, -1.67653], [3.37635, 1.01364, -1.79716], [1.46664, 1.23820, 0.08046], [1.38185, -2.84735, -1.42336], [3.22556, -1.49792, -2.87454], [-0.80656, -2.52843, -5.33495], [-2.06264, -1.79963, -5.31524], [-1.99946, -0.67061, -4.27935], [-2.89442, -2.48038, -5.07207], [-2.25260, -1.42331, -6.33178], [-0.79169, -1.03678, -3.39133], [-2.92198, -0.57650, -3.69795], [-1.80329, 0.28320, -4.78716], [-0.01211, -2.08400, -4.21835], [-1.11638, -1.47950, -2.43674], [-0.14990, -0.16351, -3.17401], [0.29641, -2.94875, -3.60467], [0.92535, -1.63568, -4.61449], [2.28837, 3.69912, -2.55112]], "forces_ev_per_a": [[0.178, 0.713, -1.654], [-0.140, 0.166, 0.266], [0.027, -0.149, 0.271], [-0.398, -0.094, 0.046], [0.165, 0.268, 0.126], [-0.122, -0.408, -0.696], [-0.153, 0.044, 0.032], [0.373, -0.095, -0.037], [-0.139, 0.034, 0.166], [-0.148, 0.032, -0.022], [-0.057, 0.119, 0.232], [0.207, 0.225, -0.020], [-0.490, -0.591, -0.133], [0.269, -0.024, -0.244], [-0.112, 0.180, 0.011], [0.000, -0.113, 0.283], [0.530, -0.382, 1.649], [-2.106, -1.381, -1.133], [-0.269, 0.289, -0.918], [-1.057, -0.549, -0.554], [-0.277, -0.150, -0.132], [1.751, 2.079, -0.335], [1.666, -0.164, 2.829], [0.174, 0.181, 0.051], [-0.086, 0.096, -0.293], [-0.145, -0.263, 0.275], [0.215, 0.003, 0.331], [-1.240, -1.052, 0.481], [0.439, 1.435, 0.070], [0.852, 0.408, -0.659], [0.183, 0.202, -0.155], [-0.498, 0.505, -0.186], [0.512, -0.823, -0.109], [0.129, -0.425, 0.308], [0.098, -0.127, -0.251], [0.195, 0.248, 0.042], [-0.256, 0.058, 0.230], [-0.680, 1.017, 0.807], [-0.334, -0.438, -0.241], [0.654, 0.083, -0.233], [0.364, -0.072, -0.048], [0.090, -0.102, 0.268], [-0.060, -0.423, -0.094], [0.242, -0.106, -0.300], [-0.106, -0.130, 0.193], [0.720, 0.128, -0.092], [0.098, 0.288, -0.261], [-0.416, -0.403, 0.085], [-0.267, 0.235, -0.312], [-0.455, -0.219, 0.163], [-0.121, -0.353, -0.100]], "mulliken_charge": [-0.3531, -0.4574, -0.7269, 0.3390, 0.2260, 1.5579, 0.3655, 0.2666, -1.6982, 0.4000, 0.3721, 0.3144, -1.6787, 0.3760, 0.2877, 0.4874, 0.5406, -0.5687, -0.5650, -0.3792, 0.5854, -0.5115, -0.5091, 0.4153, 0.4830, 0.4408, 0.6482, -0.5755, -0.1997, -0.4695, 0.5204, -0.6338, -0.7226, 0.6945, 0.3893, 0.5536, 0.4575, -0.5137, -0.7013, -0.1367, 0.3942, 0.2639, 0.8280, 0.1330, 0.0633, 0.1876, 0.3125, -0.8425, 0.3153, -0.3763, -0.5998], "s2": 2.04, "fmax_ha_per_bohr": 0.0639, "total_energy_ha": -3600.74903, "e_above_lowest_kcal_mol": 0.0, "spin_multiplicity": 3, "charge": 0, "homo_lumo_gap_ev": [8.45, 5.80]}